Entry 1:
ORCA calculation (the ωB97M-V functional and the def2-TZVPD basis) on a 10-piece molecular cluster, C33H65NO12 overall in a non-equilibrium geometry.

Output
net charge	0
highest occupied orbital energy	-9.1	eV
E	-2253.264801	a.u.
maximum force	11.600	eV/A
gap between HOMO and LUMO	6.59	eV

Cartesian coordinates (Å):
1 C 0.8885 1.7919 1.0181
2 C 0.6303 1.5913 -0.4511
3 O 1.3820 2.0546 -1.2921
4 N -0.5482 0.7932 -0.9815
5 H -0.9248 0.0291 -0.2473
6 H -1.0742 1.6436 -1.1169
7 C -0.2907 0.1267 -2.1933
8 H 1.7417 1.2862 1.2728
9 H 0.2416 1.2883 1.6626
10 H 0.8187 2.8863 1.2447
11 H 0.7480 -0.3289 -2.3016
12 H -0.3246 0.9933 -3.0839
13 H -1.1188 -0.5683 -2.3498
14 O -1.4429 -0.6916 0.9668
15 H -1.8938 -1.3833 1.4748
16 C -0.3897 6.1453 2.3373
17 C -1.1740 5.1919 3.2344
18 C -2.6263 5.3001 3.3123
19 O -0.7962 3.8205 2.8586
20 H -0.5867 6.0173 1.2236
21 H 0.7318 6.0010 2.3769
22 H -0.2896 7.2463 2.4027
23 H -0.6687 5.0627 4.2848
24 H -3.2181 4.7854 3.9393
25 H -2.9269 5.3195 2.4110
26 H -2.8538 6.3711 3.8511
27 H -1.3700 3.3538 3.2341
28 C -2.4860 0.9032 5.3102
29 C -3.0220 0.8122 3.9381
30 C -4.2214 1.6936 3.5963
31 O -1.9096 1.1703 3.0537
32 H -1.7290 0.3966 5.7654
33 H -3.3881 0.7929 6.1213
34 H -1.9692 1.8168 5.7080
35 H -3.1982 -0.1133 3.6532
36 H -4.2553 2.7740 3.7942
37 H -5.0477 1.3199 4.1419
38 H -4.3720 1.5566 2.4618
39 H -2.0474 0.7689 2.2641
40 C -1.4306 -4.9702 -0.9407
41 C -1.6736 -3.7409 -0.0701
42 C -1.6477 -4.1576 1.4493
43 O -0.5758 -2.8123 -0.4066
44 H -0.4413 -5.2756 -0.9428
45 H -1.8261 -4.5161 -1.9052
46 H -2.0866 -5.8411 -0.7387
47 H -2.6113 -3.3345 -0.2649
48 H -2.7086 -4.4511 1.7906
49 H -1.2538 -3.1728 1.8226
50 H -0.8218 -4.8767 1.6838
51 H -0.6842 -1.9122 -0.0669
52 C -4.0841 1.0001 -1.3129
53 C -3.6161 2.3203 -1.3651
54 C -3.4359 2.9528 0.0215
55 O -2.4682 2.4762 -2.2199
56 H -5.2708 0.9671 -1.2064
57 H -3.6471 0.5541 -0.2665
58 H -4.0214 0.2477 -2.2943
59 H -4.1921 3.0464 -1.8637
60 H -2.5736 2.5417 0.6035
61 H -4.3750 2.7410 0.5916
62 H -3.3481 4.0248 0.0563
63 H -2.4910 2.5107 -3.0944
64 C 4.7282 -0.0771 0.8755
65 C 5.2662 -1.3912 0.8201
66 C 6.6768 -1.5664 0.1755
67 O 5.2939 -1.9707 2.1278
68 H 4.6231 0.4289 -0.0193
69 H 5.3891 0.4214 1.3758
70 H 3.6347 -0.0096 1.2155
71 H 4.7284 -2.0869 0.0081
72 H 7.3952 -1.1047 0.5129
73 H 6.5076 -1.2288 -0.9046
74 H 7.1118 -2.4541 0.2275
75 H 4.5227 -2.5762 2.2056
76 C 0.1990 -3.1426 4.3513
77 C 0.2311 -1.6862 3.6730
78 C 0.9981 -0.6696 4.5109
79 O 0.6269 -1.5983 2.4207
80 H -0.4519 -3.7419 3.8163
81 H -0.2424 -2.8952 5.3715
82 H 1.0798 -3.5666 4.4000
83 H -0.9590 -1.4277 3.6153
84 H 1.0465 0.3738 4.0983
85 H 2.0021 -0.8527 4.3461
86 H 0.9481 -0.8379 5.5976
87 H -0.0449 -1.0173 1.9823
88 C 3.1743 2.2299 -7.6662
89 C 2.0206 1.2529 -7.3848
90 C 1.2203 1.4010 -6.2085
91 O 0.4039 0.4988 -5.9295
92 C 1.5700 2.5535 -5.3292
93 C 2.5848 3.5181 -5.7561
94 C 3.4836 3.2758 -6.7392
95 O 4.3507 4.0265 -7.0572
96 H 3.7227 2.0105 -8.5995
97 H 1.7269 0.3481 -8.0001
98 H 0.8536 2.5153 -4.5106
99 H 2.9691 4.3776 -5.0053
100 C 1.8859 -6.3691 -4.1934
101 C 0.5158 -5.9483 -4.7200
102 C 0.1061 -4.4618 -4.3642
103 O -1.0811 -4.0162 -4.6207
104 C 0.8061 -3.6850 -3.4882
105 C 2.3066 -4.1049 -3.0597
106 C 2.7681 -5.4375 -3.3844
107 O 3.9709 -5.6606 -3.2511
108 H 2.3290 -7.2972 -4.6479
109 H -0.0626 -6.5778 -5.3492
110 H 0.3899 -2.7789 -2.8125
111 H 2.9399 -3.3338 -2.6831

Atomic partial charges in e from the Mulliken method, atoms 1 to 99:
1. C 0.296
2. C 0.547
3. O -0.533
4. N 1.200
5. H -0.158
6. H -0.133
7. C -0.337
8. H -0.086
9. H -0.479
10. H 0.188
11. H 0.221
12. H -0.276
13. H 0.450
14. O -1.024
15. H -0.053
16. C -1.280
17. C 0.704
18. C -1.437
19. O -0.252
20. H 0.226
21. H 0.323
22. H 0.379
23. H 0.180
24. H 0.533
25. H 0.333
26. H 0.285
27. H -0.139
28. C -1.492
29. C 0.602
30. C -1.173
31. O 0.464
32. H 0.447
33. H 0.226
34. H 0.309
35. H 0.612
36. H 0.047
37. H 0.563
38. H 0.082
39. H -0.705
40. C -1.422
41. C 0.269
42. C -0.508
43. O -0.115
44. H 0.414
45. H 0.184
46. H 0.393
47. H 0.337
48. H 0.263
49. H -0.119
50. H 0.386
51. H 0.240
52. C -0.748
53. C 0.211
54. C -0.894
55. O -0.565
56. H 0.339
57. H -0.072
58. H 0.284
59. H 0.430
60. H 0.116
61. H 0.269
62. H 0.431
63. H 0.244
64. C -1.152
65. C 1.044
66. C -1.925
67. O -0.593
68. H 0.505
69. H 0.552
70. H -0.120
71. H -0.145
72. H 0.652
73. H 0.298
74. H 0.509
75. H 0.346
76. C -1.636
77. C 1.801
78. C -1.725
79. O -0.212
80. H 0.312
81. H 0.381
82. H 0.467
83. H -0.296
84. H 0.069
85. H 0.620
86. H 0.388
87. H -0.156
88. C -0.354
89. C -0.375
90. C 0.669
91. O -0.553
92. C 0.006
93. C -0.473
94. C 0.476
95. O -0.515
96. H 0.372
97. H 0.330
98. H 0.182
99. H 0.253

Entry 2:
ORCA calculation (the ωB97M-V functional and the def2-TZVPD basis) on a 6-piece molecular cluster, C33H66Br3N3O19P overall.

Output
net charge	+1
highest occupied orbital energy	-11.9	eV
E	-10954.122960	a.u.
maximum force	0.487	eV/A
gap between HOMO and LUMO	7.77	eV

Cartesian coordinates (Å):
1 C 1.3635 -2.3522 5.5278
2 C 1.0260 -0.9904 6.1123
3 O -0.3778 -0.6866 5.8870
4 P -0.9403 0.5950 5.1485
5 O -0.1186 1.8160 5.2182
6 C -1.1142 0.1132 3.4142
7 C 0.2933 -0.1468 2.8812
8 C 0.6118 0.0969 1.3656
9 C 1.2896 -1.1535 0.7638
10 Br 2.8146 -0.8384 -0.2872
11 C 0.8409 -2.3951 0.9413
12 C -0.3420 -2.8285 1.7728
13 Br 1.7153 -3.8786 0.1829
14 C -0.6149 0.3379 0.4504
15 N -1.1521 1.7346 0.4633
16 Br -2.6084 1.8713 -0.7370
17 C -0.0439 2.7499 0.1463
18 N 0.4870 2.5057 -1.1344
19 C 0.9027 2.5548 1.3363
20 O 0.0120 2.8207 2.4284
21 N 1.5002 1.2601 1.2716
22 O -2.3981 0.7028 5.7125
23 C -3.2685 -0.4212 5.9833
24 C -4.6551 -0.1204 5.4480
25 H 1.9154 -2.9567 6.2459
26 H 1.9808 -2.2876 4.6291
27 H 0.4445 -2.8924 5.2810
28 H 1.6242 -0.1738 5.6995
29 H 1.1602 -0.9690 7.1947
30 H -1.5582 1.0138 2.9726
31 H -1.8207 -0.7130 3.2940
32 H 0.9373 0.5564 3.4134
33 H 0.6323 -1.1399 3.1713
34 H -1.1228 -2.0688 1.8249
35 H -0.0295 -3.0714 2.7933
36 H -0.7827 -3.7284 1.3479
37 H -0.3468 0.1585 -0.5910
38 H -1.4379 -0.3220 0.7185
39 H -1.5235 1.9950 1.3825
40 H -0.5276 3.7206 0.2501
41 H 0.5010 3.3144 -1.7389
42 H 1.4072 2.0782 -1.0954
43 H 1.7049 3.2921 1.2509
44 H 0.3792 2.6758 3.3209
45 H 2.2266 1.1667 1.9746
46 H -2.8384 -1.3284 5.5480
47 H -3.2580 -0.5541 7.0662
48 H -5.2851 0.3579 6.1985
49 H -4.5805 0.5551 4.5930
50 H -5.1552 -1.0332 5.1193
51 C 6.4299 0.9210 7.3597
52 C 5.4378 -0.2173 7.3349
53 O 4.9077 -0.4462 6.0067
54 C 5.7281 -1.0972 5.1776
55 O 6.8099 -1.5463 5.4498
56 O 5.1410 -1.1885 3.9810
57 C 5.9230 -1.9012 3.0016
58 H 5.9765 1.8328 6.9700
59 H 6.7408 1.1058 8.3883
60 H 7.3131 0.6787 6.7715
61 H 4.5539 0.0112 7.9288
62 H 5.8795 -1.1444 7.6984
63 H 6.1926 -2.8925 3.3623
64 H 6.8253 -1.3418 2.7636
65 H 5.2748 -1.9741 2.1330
66 C -5.7935 3.7291 0.1443
67 C -5.8338 3.9766 -1.3480
68 O -7.0413 4.6332 -1.7553
69 C -7.0706 5.9522 -1.5138
70 O -6.1594 6.5969 -1.0573
71 O -8.2408 6.4237 -1.9186
72 C -8.4153 7.8385 -1.7392
73 H -6.6581 3.1461 0.4622
74 H -4.8889 3.1746 0.3980
75 H -5.7804 4.6678 0.6957
76 H -5.8469 3.0387 -1.9049
77 H -4.9793 4.5719 -1.6739
78 H -7.6072 8.3833 -2.2222
79 H -8.4342 8.0828 -0.6789
80 H -9.3691 8.0657 -2.2031
81 C -2.5601 2.5036 -4.7391
82 C -2.8614 1.0891 -4.2944
83 O -3.7446 0.4067 -5.1923
84 C -3.1614 -0.0537 -6.3110
85 O -1.9835 0.0151 -6.5575
86 O -4.0891 -0.6414 -7.0510
87 C -3.6073 -1.2098 -8.2790
88 H -3.4829 3.0687 -4.8724
89 H -1.9524 3.0040 -3.9821
90 H -2.0048 2.5003 -5.6753
91 H -3.4036 1.0844 -3.3478
92 H -1.9467 0.5074 -4.1730
93 H -2.7963 -1.9082 -8.0841
94 H -3.2606 -0.4246 -8.9485
95 H -4.4580 -1.7261 -8.7109
96 C 6.9517 -8.3845 2.9395
97 C 5.6181 -8.0548 3.5691
98 O 5.7650 -7.6004 4.9311
99 C 6.1746 -6.3430 5.0751
100 O 6.3453 -5.5436 4.1851
101 O 6.2889 -6.0847 6.3776
102 C 6.7652 -4.7674 6.6765
103 H 7.4817 -9.1261 3.5371
104 H 6.7895 -8.7988 1.9438
105 H 7.5688 -7.4923 2.8465
106 H 4.9918 -8.9398 3.6604
107 H 5.0816 -7.2957 3.0005
108 H 6.1714 -4.0206 6.1539
109 H 7.8052 -4.6584 6.3739
110 H 6.6683 -4.6578 7.7522
111 C -0.5692 3.3189 -11.5423
112 C -1.0466 2.0214 -10.9302
113 O -1.9596 1.3080 -11.7863
114 C -1.3954 0.6672 -12.8127
115 O -0.2154 0.6091 -13.0493
116 O -2.3610 0.0858 -13.5231
117 C -1.9007 -0.6282 -14.6789
118 H -1.4180 3.9503 -11.8064
119 H 0.0487 3.8547 -10.8208
120 H 0.0260 3.1307 -12.4339
121 H -1.6298 2.2047 -10.0290
122 H -0.2119 1.3676 -10.6781
123 H -1.1484 -1.3623 -14.3981
124 H -1.4745 0.0620 -15.4047
125 H -2.7836 -1.1120 -15.0837

Atomic partial charges in e from the Mulliken method, atoms 1 to 99:
1. C -1.115
2. C -0.214
3. O -0.383
4. P 0.650
5. O -0.933
6. C 0.401
7. C -2.250
8. C 2.802
9. C -1.056
10. Br -0.080
11. C 0.394
12. C -1.106
13. Br -0.126
14. C -2.345
15. N -0.055
16. Br 0.214
17. C -0.178
18. N -0.423
19. C -0.660
20. O -0.564
21. N -0.369
22. O -0.293
23. C -0.163
24. C -1.175
25. H 0.407
26. H 0.210
27. H 0.304
28. H 0.277
29. H 0.453
30. H -0.162
31. H 0.583
32. H 0.764
33. H 0.472
34. H 0.052
35. H 0.240
36. H 0.607
37. H 0.622
38. H 0.751
39. H 0.422
40. H 0.612
41. H 0.286
42. H 0.239
43. H 0.505
44. H 0.425
45. H 0.386
46. H 0.259
47. H 0.402
48. H 0.330
49. H 0.289
50. H 0.342
51. C -1.131
52. C -0.210
53. O -0.217
54. C 0.655
55. O -0.575
56. O -0.210
57. C -0.457
58. H 0.282
59. H 0.387
60. H 0.300
61. H 0.319
62. H 0.278
63. H 0.195
64. H 0.320
65. H 0.108
66. C -0.770
67. C -0.140
68. O -0.389
69. C 0.724
70. O -0.565
71. O -0.349
72. C -0.627
73. H 0.312
74. H -0.005
75. H 0.336
76. H 0.305
77. H 0.334
78. H 0.301
79. H 0.297
80. H 0.221
81. C -1.090
82. C 0.114
83. O -0.448
84. C 0.737
85. O -0.565
86. O -0.359
87. C -0.505
88. H 0.323
89. H 0.262
90. H 0.390
91. H 0.067
92. H 0.313
93. H 0.301
94. H 0.195
95. H 0.221
96. C -1.076
97. C -0.170
98. O -0.387
99. C 0.779

Entry 3:
ORCA calculation (the ωB97M-V functional and the def2-TZVPD basis) on C33H67As3BCrN11O2P as an isolated structure in a non-equilibrium geometry.

Output
net charge	+3
highest occupied orbital energy (alpha / beta)	-14.9 / -14.9	eV
E	-10167.657930	a.u.
2S+1	3
maximum force	1.234	eV/A
gap between HOMO and LUMO (alpha / beta)	4.13 / 3.91	eV

Cartesian coordinates (Å):
1 Cr -0.7338 -0.9667 -0.5047
2 C -2.7860 -1.8250 -3.4082
3 C -3.4237 -1.4115 -2.1228
4 C -4.7919 -1.2859 -1.8904
5 C -4.8908 -0.9003 -0.5699
6 N -3.6815 -0.7929 -0.0241
7 N -2.7397 -1.1031 -0.9960
8 B -3.2038 -0.7638 1.4736
9 N -2.4020 -2.0673 1.6228
10 C -2.7169 -3.1171 2.3725
11 C -1.7949 -4.1233 2.1208
12 C -0.9163 -3.5981 1.1835
13 C 0.2898 -4.2846 0.6432
14 N -1.2965 -2.3307 0.8621
15 N -2.2143 0.4301 1.5645
16 C -2.1991 1.4368 2.4227
17 C -1.1006 2.2494 2.1362
18 C -0.4716 1.6617 1.0562
19 C 0.6996 2.1459 0.2690
20 N -1.1609 0.5452 0.7003
21 N -4.2193 -0.6562 2.5452
22 C -5.5801 -0.6962 2.6567
23 C -5.8977 -0.6936 3.9841
24 C -4.6449 -0.6736 4.6671
25 C -4.4194 -0.6674 6.1470
26 N -3.6273 -0.6491 3.8086
27 H -3.3822 -1.5109 -4.2591
28 H -2.7325 -2.9187 -3.4732
29 H -1.7818 -1.4276 -3.5342
30 H -5.6129 -1.4441 -2.5820
31 H -5.7684 -0.7059 0.0181
32 H -3.5478 -3.0447 3.0659
33 H -1.7363 -5.1013 2.5728
34 H 0.8663 -4.7456 1.4636
35 H 0.9504 -3.5931 0.1376
36 H 0.0176 -5.1092 -0.0317
37 H -2.9573 1.4703 3.1965
38 H -0.8069 3.1527 2.6460
39 H 0.9991 3.1384 0.6004
40 H 0.4604 2.2152 -0.7891
41 H 1.5645 1.4766 0.3723
42 H -6.2523 -0.7230 1.8096
43 H -6.8825 -0.7427 4.4209
44 H -5.3663 -0.6357 6.6887
45 H -3.8324 0.1945 6.4570
46 H -3.8699 -1.5494 6.4531
47 C 3.1193 -0.6110 -1.5622
48 As 1.3188 -0.3344 -2.2228
49 C 1.3868 -1.5763 -3.7167
50 C 1.7177 1.3737 -3.1035
51 C 0.7454 2.1139 -4.0221
52 C 0.1614 1.1811 -5.0891
53 C -0.3918 2.6828 -3.1852
54 As -1.6508 1.4501 -2.3148
55 C -2.5379 2.7160 -1.1629
56 C -3.0593 1.3309 -3.6432
57 C 1.5253 3.2644 -4.7165
58 As 2.7227 4.6520 -3.9343
59 C 4.3390 3.6421 -3.4666
60 C 2.0765 4.9857 -2.1142
61 H 3.7192 -0.0386 -2.2632
62 H 3.3856 -1.6614 -1.6287
63 H 3.2397 -0.2441 -0.5513
64 H 2.1417 -1.1571 -4.3884
65 H 0.4560 -1.6855 -4.2663
66 H 1.7726 -2.5443 -3.3972
67 H 2.5806 1.0464 -3.6876
68 H 2.1120 2.0281 -2.3330
69 H -0.4659 0.3772 -4.6802
70 H 0.9614 0.7131 -5.6628
71 H -0.4352 1.7479 -5.8211
72 H -1.1251 3.1913 -3.8225
73 H -0.0556 3.3739 -2.4172
74 H -2.8062 3.4760 -1.8934
75 H -1.8475 3.1458 -0.4381
76 H -3.4299 2.3100 -0.7095
77 H -3.1914 2.3903 -3.8556
78 H -3.9711 0.9032 -3.2287
79 H -2.7313 0.8245 -4.5456
80 H 0.8162 3.8294 -5.3191
81 H 2.1803 2.7876 -5.4589
82 H 4.7346 3.1801 -4.3770
83 H 4.2544 2.8861 -2.6873
84 H 5.0693 4.3995 -3.1460
85 H 1.1059 5.4750 -2.1463
86 H 2.7852 5.7388 -1.7437
87 H 2.0757 4.1640 -1.3994
88 O -0.5903 -2.7991 -1.7590
89 H -1.1553 -3.5236 -1.4676
90 H -0.0667 -3.1085 -2.5113
91 C 3.5891 -2.9173 0.8074
92 N 3.6274 -1.7863 1.7311
93 C 4.6947 -1.9720 2.7491
94 P 2.3840 -0.7539 2.0174
95 O 1.3260 -0.9434 0.9057
96 N 3.1051 0.7241 2.0934
97 C 4.4874 1.0174 1.6446
98 C 2.5444 1.8327 2.8830
99 N 1.6920 -0.9199 3.4813
100 C 0.5751 -1.8534 3.6833
101 C 2.4213 -0.6737 4.7470
102 H 4.5221 -2.9590 0.2407
103 H 2.7449 -2.8218 0.1291
104 H 3.4991 -3.8586 1.3701
105 H 5.6320 -2.1775 2.2345
106 H 4.4726 -2.8304 3.3843
107 H 4.8253 -1.0828 3.3735
108 H 4.9245 0.1914 1.0961
109 H 5.1188 1.2043 2.5191
110 H 4.5093 1.9218 1.0238
111 H 1.5077 1.6522 3.1731
112 H 2.6181 2.7686 2.3237
113 H 3.1187 1.9703 3.7922
114 H -0.0059 -1.9494 2.7742
115 H -0.0602 -1.4556 4.4797
116 H 0.9329 -2.8461 4.0027
117 H 3.3012 -0.0439 4.6091
118 H 2.7407 -1.6193 5.1834
119 H 1.7546 -0.1740 5.4538

Atomic partial charges in e from the Mulliken method, atoms 1 to 99:
1. Cr -0.702
2. C -1.555
3. C -0.011
4. C -2.012
5. C 0.074
6. N 0.877
7. N 1.188
8. B -0.436
9. N 0.767
10. C 0.036
11. C -1.840
12. C 0.193
13. C -1.460
14. N 0.927
15. N 0.867
16. C -0.025
17. C -1.635
18. C -0.584
19. C 0.205
20. N 1.321
21. N 0.613
22. C -0.032
23. C -1.302
24. C 0.582
25. C -1.273
26. N -1.192
27. H 0.449
28. H 0.400
29. H 0.271
30. H 0.553
31. H 0.636
32. H 0.609
33. H 0.607
34. H 0.436
35. H -0.064
36. H 0.433
37. H 0.760
38. H 0.673
39. H 0.729
40. H -1.368
41. H -0.579
42. H 0.456
43. H 0.497
44. H 0.395
45. H 0.303
46. H 0.292
47. C -0.861
48. As 1.681
49. C -1.859
50. C -2.170
51. C 2.259
52. C -1.800
53. C -1.987
54. As 1.817
55. C -1.546
56. C -1.495
57. C -2.139
58. As 0.340
59. C -0.970
60. C -0.805
61. H 0.850
62. H 0.493
63. H -0.420
64. H 0.471
65. H 0.365
66. H 0.750
67. H 1.363
68. H 0.232
69. H -0.009
70. H 0.493
71. H 0.438
72. H 1.014
73. H 0.365
74. H 0.744
75. H 0.217
76. H 0.419
77. H 0.734
78. H 0.498
79. H 0.275
80. H 0.537
81. H 0.603
82. H 0.326
83. H 0.154
84. H 0.432
85. H 0.313
86. H 0.486
87. H -0.032
88. O 0.059
89. H 0.264
90. H 0.160
91. C -0.329
92. N 0.938
93. C -1.067
94. P -1.134
95. O -0.368
96. N 0.730
97. C -1.088
98. C -1.321
99. N 0.611